1.
The following is a DFT calculation (ωB97M-V/def2-TZVPD) of 11 unconnected molecules or ions with the total composition C44H55F33O22 in a non-equilibrium geometry.

LUMO level (eV): 0.43
F_max (eV/A): 6.23
Orbital gap (eV): 11.377
SMILES: CCOC(=O)C(F)(F)F.CCOC(=O)C(F)(F)F.CCOC(=O)C(F)(F)F.CCOC(=O)C(F)(F)F.CCOC(=O)C(F)(F)F.CCOC(=O)C(F)(F)F.CCOC(=O)C(F)(F)F.CCOC(=O)C(F)(F)F.CCOC(=O)C(F)(F)F.CCOC(=O)C(F)(F)F.CCOC(=O)C(F)(F)F
HOMO energy (Eh): -0.4022
DFT total energy (hartree): -6660.4848

The geometry in ORCA input format:
```
! RIJCOSX wB97M-V def2-TZVPD def2/J DEFGRID3
* xyz 0 1
C 0.450 1.250 -6.503
C 1.116 -0.101 -6.650
O 1.603 -0.223 -7.958
C 2.788 0.268 -8.321
O 3.548 0.937 -7.545
C 3.235 -0.107 -9.724
F 4.450 -0.579 -9.623
F 2.416 -1.096 -10.205
F 3.245 0.914 -10.507
H -0.437 1.338 -7.130
H 1.075 2.042 -6.916
H 0.290 1.483 -5.450
H 0.397 -0.897 -6.455
H 1.905 -0.114 -5.898
C 3.233 4.720 7.671
C 2.133 3.655 7.697
O 2.259 2.844 6.515
C 1.438 3.013 5.432
O 0.517 3.810 5.334
C 1.856 2.167 4.223
F 0.856 1.328 3.805
F 2.010 3.000 3.190
F 2.878 1.353 4.455
H 4.174 4.203 7.481
H 3.296 5.224 8.635
H 3.015 5.485 6.926
H 1.109 4.028 7.727
H 2.290 3.044 8.586
C -3.940 1.924 2.315
C -2.566 2.252 1.781
O -2.039 3.406 2.466
C -0.963 4.082 1.926
O -0.174 3.596 1.089
C -0.609 5.507 2.503
F -0.847 6.422 1.558
F -1.391 5.807 3.563
F 0.608 5.590 2.839
H -4.449 1.219 1.657
H -4.577 2.788 2.504
H -3.716 1.421 3.255
H -2.576 2.454 0.710
H -1.892 1.396 1.826
C -7.222 7.067 2.819
C -7.010 5.730 2.149
O -6.193 5.795 1.029
C -4.805 5.728 1.103
O -4.170 5.467 2.144
C -4.147 5.929 -0.259
F -3.412 4.855 -0.599
F -5.030 6.089 -1.243
F -3.424 7.035 -0.221
H -7.552 7.919 2.224
H -6.401 7.410 3.448
H -8.152 6.878 3.355
H -7.978 5.425 1.751
H -6.694 4.923 2.810
C 7.348 2.058 -5.941
C 6.231 0.986 -6.035
O 6.411 0.068 -4.967
C 5.448 -0.814 -4.624
O 4.422 -0.968 -5.185
C 5.807 -1.662 -3.350
F 5.265 -2.868 -3.364
F 7.179 -1.875 -3.270
F 5.384 -1.020 -2.316
H 8.351 1.631 -5.934
H 7.230 2.788 -5.140
H 7.265 2.727 -6.798
H 6.197 0.333 -6.907
H 5.291 1.502 -5.839
C -0.113 -6.860 -5.466
C -0.428 -6.648 -3.974
O 0.289 -5.582 -3.346
C -0.214 -4.322 -3.313
O -1.241 -3.961 -3.925
C 0.698 -3.344 -2.522
F 1.752 -4.012 -1.916
F 1.278 -2.394 -3.319
F 0.007 -2.723 -1.575
H -0.639 -7.637 -6.021
H 0.932 -7.134 -5.615
H -0.396 -6.004 -6.078
H -0.290 -7.480 -3.284
H -1.500 -6.457 -3.926
C -5.109 0.727 -1.885
C -6.376 1.458 -2.175
O -7.024 1.850 -0.948
C -7.735 0.965 -0.148
O -7.922 -0.212 -0.405
C -8.155 1.490 1.221
F -7.584 2.661 1.576
F -9.515 1.688 1.148
F -7.882 0.618 2.207
H -4.489 1.312 -1.206
H -4.452 0.567 -2.740
H -5.326 -0.225 -1.400
H -7.087 0.850 -2.735
H -6.128 2.327 -2.785
C 1.927 -2.700 2.407
C 2.022 -2.081 3.800
O 1.647 -3.072 4.791
C 0.381 -3.139 5.243
O -0.555 -2.424 4.772
C 0.139 -4.245 6.318
F 1.207 -5.012 6.411
F -0.055 -3.674 7.517
F -0.910 -4.958 6.043
H 0.916 -3.088 2.289
H 2.511 -3.582 2.143
H 2.256 -1.968 1.670
H 1.483 -1.135 3.837
H 3.036 -1.810 4.094
C 4.848 -5.714 4.221
C 5.621 -4.400 4.528
O 5.463 -3.449 3.492
C 6.182 -3.350 2.338
O 7.108 -4.146 2.123
C 5.701 -2.357 1.311
F 6.561 -2.072 0.419
F 4.623 -2.768 0.764
F 5.396 -1.197 1.939
H 5.245 -6.178 3.318
H 3.784 -5.583 4.020
H 4.928 -6.505 4.966
H 6.671 -4.476 4.813
H 5.237 -3.749 5.312
C -3.355 -1.320 2.040
C -2.704 -2.698 2.110
O -2.989 -3.361 0.919
C -2.659 -4.668 0.655
O -2.039 -5.437 1.327
C -3.297 -5.170 -0.744
F -4.446 -5.782 -0.408
F -3.461 -4.225 -1.656
F -2.441 -6.068 -1.256
H -2.830 -0.856 1.205
H -3.134 -0.884 3.014
H -4.431 -1.261 1.873
H -3.156 -3.160 2.988
H -1.623 -2.771 2.234
C 2.586 0.061 -0.298
C 1.669 1.277 -0.072
O 0.890 1.666 -1.168
C -0.409 1.256 -1.291
O -0.934 0.392 -0.535
C -1.235 1.854 -2.452
F -0.443 2.326 -3.432
F -2.040 0.834 -2.977
F -2.001 2.818 -1.928
H 3.443 0.261 -0.941
H 2.066 -0.774 -0.770
H 3.222 -0.241 0.534
H 2.301 2.113 0.227
H 1.076 1.146 0.833
*
```

2.
The following is a DFT calculation (ωB97M-V/def2-TZVPD) of 3 unconnected molecules or ions with the total composition C6H12Br4Cl2 in a non-equilibrium geometry.

LUMO level (eV): 0.31
F_max (eV/A): 1.67
Orbital gap (eV): 10.244
SMILES: BrCCBr.BrCCBr.ClCCCl
HOMO energy (Eh): -0.3652
DFT total energy (hartree): -11452.2420

The geometry in ORCA input format:
```
! RIJCOSX wB97M-V def2-TZVPD def2/J DEFGRID3
* xyz 0 1
Cl 8.588 8.672 8.052
C 10.075 9.677 8.043
C 9.628 11.148 7.873
Cl 10.970 12.291 7.929
H 10.720 9.302 7.249
H 10.550 9.571 9.019
H 8.971 11.382 8.710
H 9.108 11.318 6.930
Br 7.911 7.075 3.651
C 6.810 8.038 5.004
C 5.502 8.649 4.362
Br 4.276 9.175 5.852
H 7.458 8.757 5.505
H 6.527 7.297 5.752
H 4.909 7.928 3.799
H 5.691 9.485 3.689
Br 12.012 4.097 4.718
C 11.386 5.856 4.019
C 11.755 6.975 4.996
Br 10.816 6.633 6.717
H 10.309 5.749 4.147
H 11.757 6.010 3.006
H 11.455 7.993 4.749
H 12.829 6.833 5.117
*
```

3.
The following is a DFT calculation (ωB97M-V/def2-TZVPD) of a molecular structure, C4HBrClI in a non-equilibrium geometry.

LUMO level (eV): -0.33
F_max (eV/A): 4.07
Orbital gap (eV): 8.247
HOMO energy (Eh): -0.3151
DFT total energy (hartree): -3484.7481

The geometry in ORCA input format:
```
! RIJCOSX wB97M-V def2-TZVPD def2/J DEFGRID3
* xyz 0 1
C 0.168 0.267 -0.248
C 0.300 0.646 -1.511
C 1.906 1.278 -0.245
C 1.504 1.458 -1.499
Cl -0.540 0.188 -2.981
Br 3.144 1.934 0.869
I 2.472 2.350 -3.184
H -0.193 -0.465 0.393
*
```

4.
The following is a DFT calculation (ωB97M-V/def2-TZVPD) of 2 unconnected molecules or ions with the total composition C8H12N4OS in a non-equilibrium geometry.

LUMO level (spin up / spin down) (eV): -7.87 / -10.58
F_max (eV/A): 6.04
Orbital gap (spin up / spin down) (eV): 8.563 / 4.920
HOMO energy (spin up / spin down) (Eh): -0.6039 / -0.5698
DFT total energy (hartree): -1003.7495

The geometry in ORCA input format:
```
! RIJCOSX wB97M-V def2-TZVPD def2/J DEFGRID3
* xyz 2 1
C -4.057 -1.125 -0.990
C 3.076 -0.130 1.831
C -2.732 -0.884 -0.933
C 4.391 -0.148 1.699
C -3.742 0.682 0.246
C 3.529 0.343 -0.232
C -6.005 0.198 -0.248
C 5.938 0.143 -0.271
N -4.619 -0.105 -0.244
N 2.506 0.181 0.640
N 4.666 0.137 0.345
N -2.486 0.212 -0.139
O -0.083 -0.027 -1.139
S -0.799 0.825 -0.203
H -4.752 -1.983 -1.447
H 2.469 -0.236 2.726
H -1.853 -1.494 -1.378
H 5.148 -0.170 2.505
H -3.906 1.660 0.657
H 3.327 0.505 -1.320
H -6.399 0.134 0.885
H -6.100 1.263 -0.591
H -6.541 -0.550 -0.876
H 5.953 -0.548 -1.195
H 6.293 1.217 -0.703
H 6.778 -0.100 0.375
*
```